DFT (ωB97M-V with the def2-TZVPD basis set) results for a cluster of 4 separate species, C2H12O3S2 in total at a distorted geometry.

Properties
Structure (SMILES) ... CCSS.O.O.O
Gap between HOMO and LUMO ... 9.9 eV
Lowest unoccupied orbital energy ... 0.48 eV
F_max ... 1.30 eV Å⁻¹
Relative energy (zero: lowest compared OMol25 entry of this formula, charge and spin) ... 48.7 kJ/mol

CARTESIAN COORDINATES (ANGSTROEM)
S  0.430  -2.168  -0.711
S  1.596  -0.493  -0.491
O  -0.256  2.203  -0.837
O  -2.396  1.663  1.069
O  -3.581  2.027  -1.452
C  2.276  -0.647  1.200
C  1.315  -1.199  2.236
H  1.191  -2.272  2.117
H  -4.118  2.783  -1.679
H  0.402  -0.611  2.114
H  -3.478  1.983  -0.478
H  0.292  1.445  -0.534
H  -1.944  1.817  0.216
H  -2.276  2.536  1.472
H  -0.717  -1.563  -0.362
H  1.756  -1.038  3.217
H  2.556  0.378  1.490
H  -0.771  1.911  -1.594
H  3.267  -1.072  1.024

Atoms 1-2, force components in eV/Å:
0.0 0.3 -0.1
0.0 0.0 0.1